2 unconnected molecules or ions with the total composition C2H9N4 at a distorted geometry. Source: OMol25; level of theory: ωB97M-V/def2-TZVPD.

Calculated values
- Orbital gap: 9.7 eV
- Net charge: +1
- E_HOMO: -13.02 eV
- ΔE to the lowest compared entry with this formula, charge and spin: 208.8 kJ/mol

```
15
Properties=species:S:1:pos:R:3:forces:R:3:lowdin_charge:R:1
C -2.5645 -0.0470 -0.0164 -0.62 0.00 0.02 -0.199
C 2.8220 -0.3780 0.0471 0.69 -0.76 0.02 -0.033
N -1.9186 1.0761 0.0312 0.47 0.22 0.01 0.152
N -1.9581 -1.2100 -0.0267 0.36 0.01 -0.02 0.171
N 1.8164 0.6673 -0.0410 1.05 0.77 -0.10 -0.183
N 0.6389 0.4925 0.0211 -0.65 -0.42 0.06 0.081
H -3.6522 -0.0373 -0.0442 0.15 -0.02 0.00 0.159
H 2.3390 -1.3308 0.2634 -0.05 0.21 -0.03 0.091
H 3.3612 -0.4430 -0.8988 -0.03 0.08 0.00 0.098
H 3.5371 -0.1347 0.8327 -0.05 0.08 0.01 0.097
H -2.4064 1.9584 0.0329 -0.12 -0.16 0.00 0.133
H -2.4657 -2.0788 -0.0699 0.01 0.12 0.01 0.134
H 2.2429 1.6196 -0.1696 -0.36 -0.34 0.07 0.173
H -0.8517 1.0539 0.0389 -0.73 0.41 -0.05 0.032
H -0.9406 -1.2079 -0.0008 -0.09 -0.21 0.02 0.095
```
Forces are in eV/Å.

=====

A molecular structure, C8H21O5Ti at a distorted geometry. Source: OMol25; level of theory: ωB97M-V/def2-TZVPD.

Calculated values
- Orbital gap (alpha / beta): 4.2 / 9.1 eV
- Multiplicity: 4
- E_HOMO (alpha / beta): -3.74 / -8.77 eV
- <S²>: 3.752

```
35
Properties=species:S:1:pos:R:3:forces:R:3:lowdin_charge:R:1
Ti 0.5242 -0.2677 0.5201 0.47 -0.94 1.23 0.741
C 1.5267 -3.6756 2.8751 -0.04 -0.30 0.01 -0.016
C 1.2067 -2.4095 2.1285 0.00 0.47 -0.44 -0.738
O 1.2738 -2.4352 0.8559 -0.22 0.32 0.12 -0.133
O 0.9008 -1.3756 2.7755 -0.14 0.29 -0.48 -0.080
H 1.3664 -3.5536 3.9420 0.04 0.03 0.03 0.072
H 2.5615 -3.9565 2.6785 0.02 0.02 0.03 0.079
H 0.9025 -4.4893 2.5010 0.02 0.04 -0.01 0.078
C -1.5337 2.9248 1.0433 0.24 0.02 -0.05 -0.077
C -0.3939 2.8788 2.0440 -0.23 -0.02 -0.15 -0.278
O 0.4959 1.8280 1.6544 0.01 -0.04 -0.05 -0.171
H -2.2991 3.6230 1.3785 -0.06 -0.01 -0.03 0.079
H -1.9649 1.9290 0.9297 -0.07 0.04 0.15 0.062
H -1.1763 3.2511 0.0630 0.02 0.01 0.05 0.076
H -0.7808 2.6908 3.0481 0.02 -0.04 -0.01 0.119
H 0.1510 3.8284 2.0549 -0.03 -0.04 0.03 0.114
H 1.0244 1.5421 2.4081 0.04 -0.01 0.01 0.089
C 0.7920 1.5624 -3.1007 -0.20 -0.14 0.04 -0.074
C 1.6516 1.4756 -1.8579 0.24 0.15 -0.17 -0.289
O 1.8001 0.1341 -1.3669 -0.32 0.42 -0.33 -0.165
H -0.1942 1.1248 -2.9259 0.04 0.02 0.03 0.062
H 1.2445 1.0380 -3.9460 0.03 0.05 0.02 0.081
H 0.6501 2.6076 -3.3784 0.05 0.00 -0.06 0.081
H 1.2097 2.0445 -1.0417 0.02 -0.06 0.11 0.096
H 2.6402 1.8993 -2.0631 0.01 -0.04 0.06 0.118
H 2.0185 -0.4208 -2.1247 0.06 -0.25 0.14 0.103
C -1.9399 -2.4878 -1.0173 -0.11 -0.17 0.28 -0.075
C -1.4409 -1.1908 -1.5740 -0.39 0.54 -0.08 -0.302
O -1.5395 -0.1331 -0.5662 0.24 -0.34 -0.59 -0.179
H -1.3352 -2.7861 -0.1602 0.03 -0.05 -0.03 0.071
H -1.8830 -3.2642 -1.7813 0.02 -0.03 0.02 0.084
H -2.9775 -2.3839 -0.6963 0.01 -0.05 -0.02 0.083
H -2.0543 -0.8785 -2.4273 0.11 -0.08 -0.04 0.118
H -0.4015 -1.2630 -1.8941 0.03 0.01 0.01 0.093
H -2.0259 0.5891 -0.9787 0.07 0.15 0.17 0.081
```
Forces are in eV/Å.

=====

A molecular structure, C22H35Cl2N11Rb. Source: OMol25; level of theory: ωB97M-V/def2-TZVPD.

Calculated values
- Orbital gap: 8.9 eV
- Net charge: +1
- E_HOMO: -10.93 eV
- ΔE to the lowest compared entry with this formula, charge and spin: 40.2 kJ/mol

```
71
Properties=species:S:1:pos:R:3:forces:R:3:lowdin_charge:R:1
Rb -0.6184 -0.7052 1.2531 0.50 0.08 0.37 0.660
C -1.5395 -4.3094 1.8811 -0.01 0.00 -0.03 -0.219
C -1.4322 -3.9858 3.3693 0.03 -0.03 0.07 -0.208
N -1.2150 -2.5688 3.6622 -0.03 0.05 -0.10 -0.105
C -0.0938 -2.2846 4.5603 -0.01 0.00 0.01 -0.218
C 1.2645 -2.7021 3.9928 0.03 -0.06 -0.01 -0.207
N 1.4862 -2.2599 2.6225 0.02 0.03 0.02 -0.137
C 1.9421 -3.2671 1.6781 -0.01 0.01 -0.02 -0.219
C 0.8941 -4.3496 1.4213 -0.02 -0.07 0.02 -0.205
N -0.4242 -3.8087 1.0780 0.01 0.09 -0.02 -0.102
H -1.6625 -5.3999 1.7967 0.00 0.00 0.00 0.121
H -2.4544 -3.8571 1.4863 0.00 0.02 0.00 0.103
H -2.3442 -4.3548 3.8489 -0.01 0.01 -0.02 0.123
H -0.6252 -4.5725 3.8130 0.00 0.01 -0.01 0.104
H -2.0562 -2.1676 4.0537 0.01 -0.04 0.05 0.103
H -0.0873 -1.2075 4.7434 0.01 0.01 -0.04 0.101
H -0.2048 -2.7758 5.5385 -0.01 0.01 0.01 0.120
H 2.0333 -2.3185 4.6710 0.00 0.01 0.01 0.123
H 1.3622 -3.7894 4.0396 -0.01 0.01 -0.02 0.106
H 2.0788 -1.4429 2.5983 0.04 0.00 0.03 0.071
H 2.1569 -2.7553 0.7352 -0.01 0.01 0.00 0.111
H 2.8737 -3.7649 1.9878 0.00 -0.02 0.00 0.120
H 1.2699 -5.0056 0.6307 0.02 0.02 -0.02 0.121
H 0.8056 -4.9904 2.3014 0.00 0.01 0.00 0.104
H -0.6258 -3.9849 0.1032 0.00 -0.03 0.00 0.099
Cl -2.2592 -1.2351 -1.3703 -0.23 -0.03 -0.16 0.501
C -3.8446 -1.1842 -0.5769 -0.04 -0.02 -0.03 -0.948
Cl -3.7526 -0.7481 1.1436 -0.33 -0.06 -0.09 0.487
H -4.2926 -2.1675 -0.6414 -0.01 0.00 -0.03 0.036
H -4.4406 -0.4340 -1.0801 -0.04 -0.01 0.00 0.036
N -1.1782 5.7287 2.0228 0.03 0.01 -0.07 -0.015
C -1.8813 4.7456 1.1758 -0.06 -0.01 0.03 -0.239
C -1.3532 3.3345 1.4257 0.03 0.03 0.10 -0.300
N -1.9478 2.2855 0.6095 0.03 -0.03 -0.13 -0.015
H -1.6449 6.6277 1.9813 -0.02 0.00 0.02 0.099
H -0.2395 5.8846 1.6667 -0.01 0.01 -0.03 0.100
H -0.8708 5.1854 3.6300 0.04 -0.09 0.04 0.063
H -1.8108 4.9879 0.1103 0.05 0.01 0.00 0.116
H -2.9397 4.7772 1.4420 0.00 0.01 -0.01 0.120
H -1.5404 3.0777 2.4673 0.03 -0.01 0.09 0.099
H -0.2666 3.3099 1.2896 -0.01 0.01 -0.05 0.109
H -1.7579 2.4258 -0.3772 0.02 0.04 0.02 0.077
H -2.9558 2.2836 0.7197 0.00 -0.05 0.00 0.063
C 2.5770 1.6632 -1.9400 -0.01 0.00 0.01 -0.040
C 1.7614 1.1235 -0.9579 -0.01 0.02 0.01 -0.154
N 1.0926 -0.0182 -1.1140 0.09 -0.07 0.05 -0.008
C 1.2397 -0.6648 -2.2687 -0.07 0.04 -0.01 -0.113
C 2.0020 -0.1961 -3.3302 -0.01 0.00 -0.01 -0.211
C 2.6902 0.9969 -3.1462 0.02 -0.01 -0.01 -0.015
C 2.0829 -0.9728 -4.5857 0.02 -0.02 0.01 -0.035
C 1.7310 -0.5699 -5.8045 -0.01 -0.01 -0.03 -0.026
C 1.0928 0.7051 -6.1820 0.01 -0.02 0.01 -0.270
C 1.1167 1.1257 -7.5064 0.00 0.02 -0.01 -0.003
C 0.4882 2.3218 -7.8042 0.01 -0.01 -0.01 -0.118
N -0.1290 3.0509 -6.8787 0.00 -0.01 0.01 0.083
C -0.1056 2.5528 -5.6473 0.00 0.00 -0.01 -0.199
N 0.4657 1.4261 -5.2456 -0.01 0.01 -0.01 0.139
H 3.1088 2.5869 -1.7581 0.00 0.00 -0.01 0.109
H 1.6496 1.6202 0.0016 0.00 -0.01 0.00 0.093
H 0.6981 -1.6011 -2.3713 0.00 0.00 0.01 0.110
H 3.3054 1.3934 -3.9439 0.00 0.00 0.00 0.128
H 2.4837 -1.9779 -4.4951 0.01 0.01 0.02 0.118
H 1.9120 -1.2503 -6.6292 -0.01 0.01 -0.01 0.112
H 1.6083 0.5435 -8.2735 0.00 0.00 0.00 0.114
H 0.4767 2.7080 -8.8170 -0.01 0.01 0.00 0.113
H -0.6144 3.1327 -4.8844 0.00 0.00 0.00 0.107
N -0.5612 4.5656 4.4452 0.00 0.08 -0.04 0.220
C 0.3208 3.7789 4.4036 -0.03 -0.07 0.02 -0.249
N 1.2650 2.9551 4.4482 -0.09 -0.10 -0.02 0.136
C 1.1935 1.8395 3.7294 0.23 0.14 -0.19 -0.314
N 1.2408 0.9042 3.0511 -0.12 0.04 0.20 0.114
```
Forces are in eV/Å.

=====

A molecular structure, C24H24Cl4IN3OSiZr at a distorted geometry. Source: OMol25; level of theory: ωB97M-V/def2-TZVPD.

Calculated values
- Orbital gap: 4.9 eV
- E_HOMO: -6.82 eV
- ΔE to the lowest compared entry with this formula, charge and spin: 0.0 kJ/mol

```
59
Properties=species:S:1:pos:R:3:forces:R:3:lowdin_charge:R:1
Zr -11.3619 -9.7131 9.0413 0.60 0.62 0.76 1.262
Cl -15.0190 -6.7861 3.3162 0.05 0.02 0.02 0.719
C -14.0396 -7.7950 4.3274 -0.35 -0.63 0.50 -0.596
C -14.4400 -9.1014 4.5494 0.53 1.02 -0.53 -0.172
C -13.6904 -9.8970 5.4267 0.29 -0.03 0.11 -0.610
I -14.3189 -11.8681 5.5875 0.07 0.07 0.19 1.099
C -12.5708 -9.4185 6.1149 -0.34 -1.00 0.73 -0.391
O -12.0531 -10.0825 7.1673 -0.48 0.33 -1.23 -0.457
C -12.0482 -8.1616 5.7136 -0.18 0.88 -0.80 -0.132
N -10.7809 -7.7445 6.0630 -1.29 2.23 0.13 -0.160
C -10.4487 -6.4326 5.9494 0.30 -1.45 -0.20 -0.142
C -11.2143 -5.5371 5.2461 -0.82 1.18 -0.46 -0.022
C -12.4451 -5.9132 4.7280 0.67 -1.21 0.55 0.040
C -12.8574 -7.2772 4.9275 -0.10 0.63 -0.52 -0.135
H -15.3071 -9.5070 4.0223 0.32 0.18 0.30 0.096
H -9.5152 -6.1141 6.4159 -0.22 -0.35 -0.35 0.076
H -10.8133 -4.5221 5.1138 -0.41 -0.50 0.17 0.128
H -13.0939 -5.2071 4.2103 0.25 -0.32 0.02 0.101
Cl -9.5489 -7.5543 8.6339 -0.02 -0.01 -0.48 0.263
Si -9.5977 -8.9067 6.7960 1.34 -0.91 1.51 0.090
Cl -7.8879 -8.2399 5.8424 0.48 0.21 -0.34 0.240
Cl -12.8997 -7.8916 9.2801 0.14 -0.16 0.08 0.006
C -15.5490 -13.0257 9.5457 0.07 0.24 -0.29 -0.078
N -14.3785 -13.2683 8.7418 -0.67 -0.15 -0.80 -0.327
C -14.1530 -14.6063 8.2645 -0.14 0.47 0.03 -0.109
C -13.2894 -12.3668 8.8197 0.59 0.37 0.21 -0.287
C -12.7263 -12.2449 10.2173 0.87 -1.36 0.08 -0.257
C -12.6989 -13.3504 11.0880 -0.50 0.32 -0.22 -0.034
C -12.2672 -13.1761 12.3942 0.16 -0.75 -0.55 -0.091
C -11.8640 -11.9338 12.8423 -0.32 0.86 0.17 -0.075
C -11.9426 -10.8324 11.9690 0.92 -1.09 0.88 -0.098
C -12.1552 -11.0540 10.6094 -1.18 1.24 0.12 -0.271
H -16.4407 -13.3551 9.0081 -0.07 -0.08 -0.07 0.079
H -15.6645 -11.9415 9.7100 0.12 -0.42 0.15 0.101
H -15.5260 -13.5642 10.4971 -0.03 0.15 0.27 0.080
H -14.9974 -14.9401 7.6559 -0.11 -0.11 0.04 0.079
H -13.9943 -15.3355 9.0666 0.07 -0.20 -0.01 0.074
H -13.2816 -14.5653 7.6179 0.17 -0.31 -0.04 0.076
H -13.5816 -11.3296 8.5172 -0.17 -0.74 0.03 0.074
H -12.5065 -12.6805 8.0984 -0.37 0.07 0.25 0.100
H -13.0342 -14.3364 10.7532 -0.01 0.41 0.12 0.102
H -12.2525 -14.0510 13.0345 0.16 0.14 0.14 0.102
H -11.4893 -11.8543 13.8680 -0.38 0.32 -0.33 0.107
H -11.7698 -9.8404 12.3671 0.43 0.02 -0.11 0.089
C -9.6678 -8.0052 11.6889 0.03 0.15 -0.08 -0.119
C -9.0423 -9.2796 11.2477 1.06 -1.92 0.26 -0.408
C -7.9810 -9.9874 11.8391 -0.60 1.02 -0.17 -0.078
C -7.7764 -11.1881 11.1314 -1.25 -0.24 -1.55 -0.060
C -8.7467 -11.2062 10.0929 0.67 0.79 2.01 -0.356
C -9.0628 -12.2080 9.0471 -0.31 -0.02 -0.39 -0.055
N -9.5328 -10.0558 10.1978 0.64 -0.09 -0.06 -0.192
H -9.7042 -7.9565 12.7827 -0.14 0.01 -0.20 0.085
H -10.6808 -7.9442 11.2808 -0.10 0.25 0.29 0.013
H -9.1282 -7.1193 11.3280 -0.10 -0.15 0.08 0.053
H -7.3881 -9.6477 12.6881 -0.27 -0.05 -0.21 0.096
H -7.0337 -11.9535 11.3542 -0.28 0.23 -0.19 0.092
H -8.9601 -13.2424 9.3760 -0.13 0.06 0.17 0.085
H -8.4366 -12.1010 8.1634 0.05 0.09 -0.20 0.070
H -10.1133 -12.0683 8.7095 0.30 -0.31 0.02 0.041
```
Forces are in eV/Å.